Here is C26H39AlBr3Cl3F3I2LiMgN2Na2O10PS as an isolated structure at a distorted geometry from the Open Molecules 2025 dataset. Energies are from ωB97M-V/def2-TZVPD.

Geometry (Å):
C -4.11925 -0.39712 3.56684
C -3.73945 -0.05572 2.34014
C -2.86085 0.57230 1.13087
Cl -4.17675 1.59467 0.27099
O -1.61526 1.26841 1.45405
P -0.11693 0.44463 0.92729
Br 1.25329 1.91164 2.08879
C 1.27034 -0.68061 0.24238
C 2.78064 -0.23254 0.46274
C 3.85887 -1.23458 -0.28558
C 3.23290 -2.64464 -0.77546
C 3.02665 -3.72258 0.46271
C 2.10612 -4.93082 -0.20108
O 1.80476 -6.01839 0.73449
C 0.97141 -6.99146 0.06387
O 0.14668 -6.71240 -0.87415
C 0.98715 -8.54666 0.50497
C 1.45264 -8.91555 1.83914
C -0.32644 -0.37718 2.64296
Br -0.89510 1.05370 3.98246
C 0.87106 -1.10536 3.37414
C 0.26816 -2.52547 3.96283
Br 1.55154 -0.21130 5.06439
C -0.23302 1.71387 -0.51897
I -1.06734 3.61068 0.35270
C 1.05271 2.19514 -1.29873
C 0.78040 3.61868 -2.09991
I 1.63733 0.92172 -3.03942
O -1.10554 -0.80443 0.14812
C -2.51732 -0.55957 0.02380
N -3.15114 -0.47929 -1.32739
C -2.85845 -1.69059 -2.15978
C -4.16934 -2.63508 -2.41203
C -3.62049 -4.12919 -2.74660
H -4.50490 -0.64782 4.62726
H 0.96173 -0.93718 -0.84636
H 1.15609 -1.72840 0.75563
H 3.13716 -0.26007 1.57593
H 3.10181 0.82826 0.08291
H 4.76117 -1.44079 0.44924
H 4.34036 -0.65745 -1.17399
H 2.30398 -2.57076 -1.44995
H 4.04829 -3.14739 -1.44281
H 4.07203 -4.21592 0.75557
H 2.53912 -3.24576 1.40380
H 2.68965 -5.37387 -1.10727
H 1.16843 -4.38500 -0.60826
H 0.60188 -9.37029 -0.20681
H 0.65718 -9.05281 2.67181
H 2.58578 -9.02200 2.00923
H -1.20285 -1.13615 2.52162
H 1.80330 -1.41897 2.80978
H -0.45714 -3.05620 3.16722
H -0.42987 -2.19698 4.83323
H 1.10910 -3.21335 4.33363
H -1.04035 1.41063 -1.29128
H 1.97460 2.50088 -0.66486
H 1.10199 4.53102 -1.46961
H -0.27220 3.68511 -2.53631
H 1.49216 3.66815 -3.02424
H -3.05207 -1.49737 0.46037
H -2.82738 0.34010 -1.86389
H -2.04528 -2.38049 -1.71557
H -2.44476 -1.31525 -3.18306
H -4.74596 -2.23796 -3.32736
H -4.79780 -2.63624 -1.45123
H -4.53967 -4.76310 -3.06590
H -2.93045 -4.07392 -3.67693
H -3.06350 -4.61960 -1.86649
Li -2.72858 0.49683 5.51023
Na 0.84295 -0.78021 -5.12363
Cl 4.23582 1.69925 -0.98256
C -3.79917 6.48715 -2.96076
F -4.62019 5.97596 -3.90984
F -4.29163 7.70869 -2.65592
F -3.97405 5.72579 -1.86094
S -2.02211 6.54535 -3.51069
O -2.01064 7.42290 -4.73346
O -1.65751 5.16554 -3.80225
O -1.28789 7.11224 -2.39778
Na 3.78006 -2.75914 2.20954
Cl -1.69631 -3.91470 3.01716
Mg 4.00337 -6.19658 0.90169
C -0.82193 10.92307 -3.13904
C -1.61510 9.82075 -3.77666
N -2.25234 8.92864 -4.29137
H -1.43312 11.82543 -3.06522
H -0.50754 10.62152 -2.13706
H 0.06350 11.13958 -3.74129
C 5.01938 2.24547 6.63892
O 5.72057 1.20733 6.72363
O 3.76459 1.96234 6.24792
O 5.30394 3.43543 6.85267
H 3.96168 1.00224 6.19766
Al -1.66959 6.45329 -6.54719

## Properties
Charge: +3
LUMO (eV): -11.418
HOMO-LUMO gap (eV): 1.22
Strongest force on any atom (eV Å⁻¹): 11.5
Spin multiplicity: 1

Charges in e, computed with Löwdin, in the same order as the atoms: 0.0392, -0.0639, -0.6630, 0.6441, -0.6907, 0.3756, 0.4975, -0.2951, -0.3481, -0.2149, -0.1594, -0.2431, -0.2080, -0.2305, -0.3419, 0.0646, -0.0288, 0.0709, -0.6482, 0.5935, -0.7078, -0.2328, 0.7097, -0.6699, 1.1209, -0.7263, -0.2973, 0.9397, -0.3039, -0.3753, -0.0629, -0.2316, -0.2128, -0.1414, 0.0623, 0.0549, 0.0861, 0.0858, -0.1317, 0.1236, 0.0529, 0.1178, 0.1385, -0.0055, 0.0741, 0.1516, 0.1670, 0.1486, 0.1181, 0.0783, 0.0783, 0.0289, -0.2487, 0.0854, 0.0951, 0.0720, 0.0149, 0.0799, 0.0361, 0.0502, 0.1625, 0.0828, 0.1095, 0.1163, 0.1135, 0.1138, 0.0872, 0.0728, 0.0740, 0.6933, 0.5057, 0.0464, -0.5891, 0.1291, 0.1405, 0.1420, 0.5514, -0.5634, -0.3167, -0.2280, 0.4876, 0.2839, 1.0266, 0.0012, 0.0068, 0.0995, 0.1005, 0.1009, 0.0990, -0.7482, 0.1337, 0.0780, 0.2004, 0.0699, 1.0438

***

Here is C26H39AsN12NaO2 as an isolated structure from the Open Molecules 2025 dataset. Energies are from ωB97M-V/def2-TZVPD.

Geometry (Å):
Na 0.64747 0.11639 -0.28229
N 0.84722 -4.47303 -0.62462
C 0.14001 -3.32489 -0.56848
N 0.11314 -2.50158 0.41388
C 0.95272 -2.74963 1.48950
N 1.14465 -1.87303 2.41096
N 0.52442 -0.66308 2.09067
C -0.26083 -0.21753 2.98175
C -0.97460 1.05467 2.73404
C -1.57389 1.73508 3.78899
C -2.24150 2.92063 3.52802
C -2.29099 3.37543 2.22222
C -1.66522 2.62306 1.23690
N -1.01893 1.49087 1.47127
C 1.65466 -4.03926 1.57159
C 2.40999 -4.42434 2.68131
C 3.09720 -5.61922 2.67712
C 3.04284 -6.45387 1.55954
C 2.30048 -6.09556 0.45414
C 1.60787 -4.88639 0.46815
H 0.79389 -5.05000 -1.44621
H -0.45581 -3.10447 -1.44854
H -0.42668 -0.75271 3.91596
H -1.51063 1.33635 4.79217
H -2.71790 3.47267 4.32682
H -2.81717 4.28366 1.96299
H -1.69480 2.94303 0.20095
H 2.44273 -3.76166 3.53458
H 3.68329 -5.90960 3.53756
H 3.58392 -7.39033 1.55815
H 2.24891 -6.73990 -0.41452
C -0.88931 5.47213 -2.12788
N -0.76343 4.04716 -2.38201
C -1.80302 3.42077 -3.17551
C 0.08976 3.22165 -1.68260
N 0.05844 1.94579 -1.69055
N 1.04399 3.89738 -0.92840
C 1.79607 3.40534 0.14030
N 2.22542 4.44844 0.94920
N 2.10452 2.18026 0.27841
H -1.52075 5.90437 -2.89963
H 0.06914 5.98960 -2.20404
H -1.34927 5.69352 -1.15876
H -2.20880 4.15390 -3.86832
H -2.62189 3.02460 -2.56386
H -1.38994 2.60670 -3.77298
H -0.75652 1.57705 -2.16573
H 1.01913 4.89892 -0.97388
H 1.56919 5.19327 1.12394
H 2.73804 4.17246 1.77026
H 2.61917 2.04934 1.14538
C 3.69292 -1.64963 -3.74686
As 2.42927 -0.44965 -2.93340
C 3.37551 1.19697 -2.65147
C 1.08586 -0.11321 -4.27744
O 1.77193 -1.13214 -1.57869
H 4.04618 -1.24632 -4.69485
H 3.19936 -2.60598 -3.91432
H 4.53528 -1.79742 -3.07300
H 3.95938 1.41447 -3.54580
H 4.03376 1.07832 -1.79292
H 2.66530 1.99189 -2.44243
H 1.32930 0.78566 -4.84202
H 0.13316 0.01249 -3.76698
H 1.03285 -0.96691 -4.95230
N -1.86332 -0.51262 -1.75284
C -2.66949 -1.14335 -2.28883
N -3.60351 -1.85078 -2.90412
C -3.93249 -1.50813 -4.29129
C -5.28188 -2.11983 -4.62670
O -5.27208 -3.51331 -4.39095
C -5.04492 -3.79457 -3.02450
C -3.68144 -3.28361 -2.59145
H -3.16594 -1.90273 -4.96950
H -3.96398 -0.42297 -4.38416
H -5.51005 -1.97849 -5.68204
H -6.06750 -1.64304 -4.02696
H -5.09932 -4.87595 -2.90861
H -5.82699 -3.33258 -2.40913
H -2.89340 -3.82836 -3.12682
H -3.54097 -3.41220 -1.51833

## Properties
Charge: +1
LUMO (eV): -1.817
HOMO-LUMO gap (eV): 8.09
Strongest force on any atom (eV Å⁻¹): 0.9
Spin multiplicity: 1

Charges in e, computed with Löwdin, in the same order as the atoms: 0.1546, 0.1225, -0.1760, 0.1341, -0.2931, 0.0859, 0.0113, -0.0773, -0.2528, -0.0175, -0.0578, -0.0580, -0.1318, 0.1312, -0.0833, -0.0114, -0.0692, -0.0699, -0.0179, -0.1801, 0.1502, 0.1148, 0.1258, 0.1143, 0.1116, 0.1025, 0.0912, 0.1128, 0.1068, 0.1089, 0.1130, -0.0485, -0.1542, -0.0509, -0.4525, 0.1415, 0.1446, -0.5088, 0.1369, 0.1553, 0.0893, 0.0877, 0.0942, 0.0885, 0.0964, 0.0848, 0.0028, 0.1033, 0.0941, 0.0984, 0.0718, -0.2069, 0.9845, -0.2008, -0.1949, -0.5350, 0.0412, 0.0374, 0.0429, 0.0416, 0.0431, 0.0052, 0.0406, 0.0004, 0.0352, 0.2173, -0.2602, -0.0979, -0.1156, -0.1865, -0.1189, -0.1853, -0.1185, 0.1337, 0.1310, 0.1326, 0.1322, 0.1329, 0.1329, 0.1310, 0.1347

***

Here is C26H39BrKN2OS2Sb as an isolated structure from the Open Molecules 2025 dataset. Energies are from ωB97M-V/def2-TZVPD.

Geometry (Å):
K 1.04512 -1.45978 0.18660
Br 2.20751 0.88134 7.50449
C 1.54720 -0.07356 6.01312
C 1.95518 0.27847 4.73798
C 1.45931 -0.42393 3.65281
C 0.58749 -1.49557 3.83449
C 0.15949 -1.81159 5.12459
C 0.63931 -1.10300 6.21168
N 0.16697 -2.17652 2.66758
C -0.27969 -3.36287 2.73910
C -0.77537 -4.09692 1.55630
C -1.38867 -5.32872 1.75162
C -1.89950 -6.00222 0.65199
C -1.76720 -5.42541 -0.59675
C -1.11682 -4.19975 -0.69576
N -0.63071 -3.54211 0.34704
H 2.64294 1.09864 4.58846
H 1.74026 -0.11482 2.65340
H -0.56986 -2.59167 5.29410
H 0.30424 -1.34079 7.21145
H -0.34327 -3.92115 3.67650
H -1.46452 -5.74826 2.74566
H -2.38775 -6.95972 0.77299
H -2.14720 -5.90668 -1.48657
H -0.97434 -3.73384 -1.66479
C 7.12035 -2.07293 -1.88692
O 5.75217 -2.01890 -1.49656
C 4.98759 -1.01636 -1.96931
S 5.57274 0.13708 -2.99865
S 3.37842 -1.10973 -1.39248
H 7.52730 -2.94306 -1.37682
H 7.64420 -1.16590 -1.58481
H 7.21066 -2.17894 -2.96803
C -2.88566 0.13742 -2.96176
C -2.90298 1.06288 -1.74251
C -3.72732 0.38908 -0.64392
C -3.59258 2.36794 -2.13359
Sb -0.82234 1.17413 -1.03403
C -0.82189 2.66512 0.58471
C 0.63050 2.96611 0.96270
C -1.46698 1.97369 1.79038
C -1.54485 3.97793 0.30638
C 0.28662 2.00740 -2.73764
C 0.64903 0.80015 -3.61067
C 1.59603 2.62790 -2.25192
C -0.47285 3.03203 -3.57275
H -3.91567 -0.08220 -3.26290
H -2.39205 -0.81536 -2.75114
H -2.38583 0.59478 -3.81611
H -4.71655 0.13451 -1.04010
H -3.88340 1.04784 0.21116
H -3.26480 -0.53425 -0.28500
H -4.60303 2.14044 -2.49247
H -3.07379 2.89393 -2.93248
H -3.69632 3.05241 -1.29363
H 1.24220 2.06199 1.04468
H 0.64688 3.46287 1.93895
H 1.11910 3.62719 0.25145
H -0.93041 1.06222 2.07126
H -2.51030 1.70639 1.62155
H -1.43514 2.64926 2.65226
H -1.18154 4.46710 -0.59961
H -1.38460 4.66823 1.14248
H -2.62075 3.83713 0.20916
H 1.32275 0.11554 -3.09044
H 1.18705 1.15713 -4.49506
H -0.22527 0.24694 -3.95965
H 2.15494 1.96615 -1.58604
H 1.43895 3.59163 -1.76701
H 2.23985 2.80074 -3.12015
H -1.33207 2.59173 -4.08067
H 0.19392 3.42184 -4.34930
H -0.82237 3.88122 -2.98109

## Properties
LUMO (eV): -1.257
HOMO-LUMO gap (eV): 5.15
Strongest force on any atom (eV Å⁻¹): 0.3
Spin multiplicity: 1

Charges in e, computed with Löwdin, in the same order as the atoms: 0.4410, 0.7537, -0.6903, -0.1070, -0.0169, -0.2619, -0.0183, -0.1176, 0.0513, -0.0796, -0.2578, -0.0112, -0.0471, -0.0401, -0.1141, 0.0384, 0.1091, 0.0951, 0.1077, 0.1040, 0.1224, 0.1150, 0.1135, 0.1102, 0.1184, -0.1449, -0.2678, -1.3945, 0.5453, 0.3811, 0.0838, 0.0692, 0.0700, -0.1405, -0.7173, -0.1408, -0.1059, 1.5641, -0.7198, -0.1305, -0.1366, -0.1088, -0.7121, -0.1391, -0.1236, -0.1196, 0.0852, 0.0682, 0.0595, 0.0839, 0.0595, 0.0676, 0.0867, 0.0578, 0.0565, 0.0643, 0.0863, 0.0603, 0.0592, 0.0553, 0.0878, 0.0738, 0.0859, 0.0578, 0.0296, 0.0927, 0.0562, 0.0639, 0.0646, 0.0924, 0.0582, 0.0879, 0.0695

***

Electronic energy, record by record: -13385.7969; -4219.6431; -5409.4177 Eh